(1)
Computed, not measured: a cluster of 2 separate species, C10H16 in total at a distorted geometry, with the ωB97M-V functional and the def2-TZVPD basis.

```
! RIJCOSX wB97M-V def2-TZVPD def2/J DEFGRID3
* xyz 0 1
C 2.133 -0.687 -0.329
C 2.756 -1.445 0.854
C 1.048 0.352 0.102
C 0.083 -0.003 1.044
C 1.173 1.613 -0.446
C -1.042 0.763 0.983
C 0.016 2.496 -0.333
C -1.127 1.973 0.279
H 2.914 -0.024 -0.833
H 1.642 -1.499 -1.039
H 3.142 -2.347 0.334
H 0.258 -0.854 1.701
H 1.986 2.072 -0.919
H -1.966 0.519 1.502
H 0.089 3.508 -0.657
H -2.132 2.335 0.129
H 2.056 -1.783 1.603
H 3.573 -1.007 1.351
C -1.971 -1.988 -1.524
C -2.703 -1.525 -0.293
H -2.202 -2.969 -1.968
H -1.990 -1.169 -2.325
H -0.925 -2.297 -1.333
H -3.071 -0.523 -0.244
H -2.123 -1.467 0.656
H -3.435 -2.327 -0.078
*
```

## Properties
E_HOMO	-8.8642	eV
maximum force	4.87	eV/A
gap between HOMO and LUMO	9.879	eV
E_tot	-10627.59234	eV
LUMO level	1.0	eV
energy relative to the best compared isomer or geometry (same formula, charge and spin)	49.6	kcal per mole


(2)
Computed, not measured: a cluster of 2 separate species, C10H16 in total at a distorted geometry, with the ωB97M-V functional and the def2-TZVPD basis.

```
! RIJCOSX wB97M-V def2-TZVPD def2/J DEFGRID3
* xyz 0 1
C 0.676 -1.410 2.249
C -0.350 -2.232 1.139
C 1.410 -2.606 2.865
H 1.147 -0.659 1.612
H 0.001 -0.919 2.989
H -0.403 -1.629 0.192
H 0.657 -3.475 3.281
H -1.467 -2.326 1.669
H -0.254 -3.274 0.825
H 1.887 -3.259 2.006
H 1.984 -2.328 3.694
C -1.673 -0.797 -1.623
C 0.693 2.166 -1.968
C 1.055 2.403 -0.663
C -0.264 1.173 -2.384
C -0.886 0.540 -1.312
C 0.204 1.841 0.413
C -0.793 0.842 0.103
H 1.410 2.600 -2.686
H 1.786 3.103 -0.352
H -0.290 1.073 -3.454
H 0.314 2.529 1.329
H -2.799 -0.597 -1.579
H -1.647 -1.608 -0.849
H -1.446 0.433 0.968
H -1.326 -1.182 -2.549
*
```

## Properties
E_HOMO	-8.9617	eV
maximum force	4.77	eV/A
gap between HOMO and LUMO	9.933	eV
E_tot	-10625.99354	eV
LUMO level	1.0	eV
energy relative to the best compared isomer or geometry (same formula, charge and spin)	86.5	kcal per mole


(3)
Computed, not measured: a cluster of 2 separate species, C10H16 in total at a distorted geometry, with the ωB97M-V functional and the def2-TZVPD basis.

```
! RIJCOSX wB97M-V def2-TZVPD def2/J DEFGRID3
* xyz 0 1
C -2.856 1.627 0.606
C -2.724 0.194 0.073
H -3.907 1.781 1.051
H -1.931 1.852 1.186
H -2.976 2.392 -0.140
H -3.469 -0.399 0.712
H -1.845 -0.265 0.485
H -3.055 0.189 -0.995
C 1.094 -0.425 -2.110
C 2.148 0.559 -2.608
C 0.834 -0.346 -0.564
C 1.113 0.749 0.279
C 0.319 -1.498 -0.035
C 0.787 0.601 1.610
C -0.024 -1.590 1.343
C 0.177 -0.486 2.151
H 0.262 -0.513 -2.787
H 1.455 -1.427 -2.116
H 2.645 0.301 -3.548
H 1.749 1.485 -0.096
H 0.120 -2.265 -0.788
H 1.319 1.290 2.316
H -0.582 -2.428 1.805
H 0.230 -0.636 3.270
H 2.970 0.800 -1.901
H 1.804 1.539 -2.922
*
```

## Properties
E_HOMO	-9.2061	eV
maximum force	3.60	eV/A
gap between HOMO and LUMO	10.195	eV
E_tot	-10627.69356	eV
LUMO level	1.0	eV
energy relative to the best compared isomer or geometry (same formula, charge and spin)	47.3	kcal per mole


(4)
Computed, not measured: a cluster of 2 separate species, C10H16 in total at a distorted geometry, with the ωB97M-V functional and the def2-TZVPD basis.

```
! RIJCOSX wB97M-V def2-TZVPD def2/J DEFGRID3
* xyz 0 1
C 1.077 -1.198 -0.304
C 1.621 -2.038 0.907
C 0.677 0.210 0.109
C 0.785 0.743 1.412
C 0.662 1.127 -1.009
C 0.763 2.099 1.696
C 1.018 2.458 -0.699
C 1.125 2.897 0.622
H 1.608 -1.222 -1.252
H 0.175 -1.809 -0.591
H 1.490 -1.579 1.858
H 0.794 0.047 2.223
H 0.378 0.782 -1.972
H 0.814 2.465 2.718
H 1.432 3.075 -1.486
H 1.477 3.898 0.741
H 2.744 -2.328 0.879
H 1.010 -2.923 0.843
C -3.088 -1.781 -1.796
C -3.406 -2.496 -0.474
H -3.245 -0.711 -1.894
H -1.985 -1.998 -1.834
H -3.475 -2.262 -2.693
H -4.081 -1.802 0.079
H -3.906 -3.495 -0.508
H -2.505 -2.617 0.139
*
```

## Properties
E_HOMO	-8.6687	eV
maximum force	3.50	eV/A
gap between HOMO and LUMO	9.580	eV
E_tot	-10627.74368	eV
LUMO level	0.9	eV
energy relative to the best compared isomer or geometry (same formula, charge and spin)	46.1	kcal per mole


(5)
Computed, not measured: a cluster of 2 separate species, C10H16 in total at a distorted geometry, with the ωB97M-V functional and the def2-TZVPD basis.

```
! RIJCOSX wB97M-V def2-TZVPD def2/J DEFGRID3
* xyz 1 2
C 1.419 1.318 0.859
C 2.102 1.365 -0.581
C 0.942 -0.014 1.277
C 1.734 -0.912 2.134
C -0.271 -0.589 0.844
C 1.280 -2.155 2.532
C -0.640 -1.857 1.234
C 0.163 -2.759 1.966
H 2.212 1.564 1.639
H 0.664 2.206 0.844
H 1.591 1.123 -1.554
H 2.780 -0.800 2.170
H -0.931 -0.016 0.177
H 1.953 -2.819 3.122
H -1.639 -2.300 0.744
H -0.099 -3.880 2.066
H 3.013 1.011 -0.559
H 2.209 2.532 -0.639
C -2.231 1.197 -2.983
C -2.175 0.687 -1.561
H -1.338 1.637 -3.458
H -2.281 0.344 -3.642
H -3.389 1.660 -3.092
H -3.215 0.222 -1.507
H -1.594 -0.157 -1.300
H -2.258 1.395 -0.732
*
```

## Properties
E_HOMO (alpha / beta)	-14.1486 / -14.1481	eV
maximum force	6.68	eV/A
gap between HOMO and LUMO (alpha / beta)	9.785 / 6.061	eV
E_tot	-10618.11260	eV
LUMO level (alpha / beta)	-4.4 / -8.1	eV
energy relative to the best compared isomer or geometry (same formula, charge and spin)	63.7	kcal per mole
expectation value of S²	0.770


(6)
Computed, not measured: a structure of composition C10H16B2F6FeN3O8S2 at a distorted geometry, with the ωB97M-V functional and the def2-TZVPD basis.

```
! RIJCOSX wB97M-V def2-TZVPD def2/J DEFGRID3
* xyz -2 6
Fe -2.507 0.765 1.005
O -5.454 3.977 -0.761
S -4.686 3.560 0.347
O -4.319 4.539 1.369
O -3.872 2.355 0.358
O -4.043 -0.431 1.084
N -1.604 2.896 2.324
N -1.051 2.253 1.210
H -0.956 2.889 3.109
H -2.075 3.725 2.060
H -0.202 1.703 1.479
H -0.917 2.694 0.274
C 4.933 -0.476 1.387
C 3.934 -1.167 0.524
C 4.024 -1.027 -0.871
C 3.133 -1.674 -1.711
C 2.022 -2.280 -1.116
C 1.947 -2.518 0.275
C 2.867 -1.871 1.082
S 0.738 -2.886 -2.170
O 1.360 -3.092 -3.470
O 0.002 -3.889 -1.485
N -0.276 -1.630 -2.331
C -0.177 -0.568 -3.319
C -0.267 0.889 -2.885
C -0.938 1.352 -1.569
O -0.770 2.590 -1.291
O -1.607 0.496 -0.892
H 5.765 -0.019 0.812
H 5.381 -1.120 2.205
H 4.459 0.325 1.948
H 4.883 -0.413 -1.226
H 3.340 -1.855 -2.770
H 1.018 -3.034 0.572
H 2.697 -1.784 2.121
H -0.984 -1.516 -1.601
H -0.927 -0.772 -4.103
H 0.741 -0.791 -3.890
H -0.821 1.467 -3.613
H 0.687 1.456 -2.996
F 0.603 0.097 2.707
B -0.388 0.119 3.663
F -0.501 -0.880 4.531
F -0.480 1.458 4.221
F -1.706 0.099 2.906
F -3.389 -2.081 -0.448
B -4.265 -1.593 0.457
F -5.354 -2.336 0.493
*
```

## Properties
E_HOMO (alpha / beta)	-0.3512 / -1.9838	eV
maximum force	7.28	eV/A
gap between HOMO and LUMO (alpha / beta)	4.489 / 6.121	eV
E_tot	-105207.67148	eV
LUMO level (alpha / beta)	4.1 / 4.1	eV
energy relative to the best compared isomer or geometry (same formula, charge and spin)	20.7	kcal per mole
expectation value of S²	8.760


(7)
Computed, not measured: a structure of composition C10H16Cl3HfNO4 at a distorted geometry, with the ωB97M-V functional and the def2-TZVPD basis.

```
! RIJCOSX wB97M-V def2-TZVPD def2/J DEFGRID3
* xyz -2 1
C -0.532 0.806 -2.631
C -1.371 -0.331 -2.493
C -0.549 -1.442 -2.157
C -2.835 -0.348 -2.673
C 0.805 -1.009 -2.194
C 0.815 0.375 -2.497
C 2.028 1.194 -2.692
C -0.981 2.192 -2.893
C -1.020 -2.805 -1.844
C 2.005 -1.843 -1.988
Hf 0.952 0.969 2.019
Cl -3.619 -0.163 0.334
Cl -0.465 2.839 2.084
Cl 0.766 -1.241 1.209
H -3.273 0.585 -2.301
H -3.284 -1.138 -2.063
H -3.125 -0.484 -3.727
H -1.972 -2.748 -1.304
H -0.291 -3.330 -1.218
H -1.176 -3.398 -2.757
H 1.776 -2.719 -1.373
H 2.795 -1.264 -1.497
H 2.404 -2.203 -2.947
H 2.796 0.941 -1.950
H 1.799 2.262 -2.619
H 2.462 1.021 -3.689
H -1.955 2.365 -2.422
H -1.086 2.387 -3.969
H -0.263 2.915 -2.491
O 1.781 1.593 0.515
H 1.671 2.288 -0.149
O 0.670 0.257 5.728
N 0.702 0.422 4.547
O -0.297 0.227 3.727
O 1.860 0.841 3.959
*
```

## Properties
E_HOMO	0.7499	eV
maximum force	3.37	eV/A
gap between HOMO and LUMO	3.004	eV
E_tot	-59185.25569	eV
LUMO level	3.8	eV
energy relative to the best compared isomer or geometry (same formula, charge and spin)	68.4	kcal per mole


(8)
Computed, not measured: an isolated molecule of C10H16ClP at a distorted geometry, with the ωB97M-V functional and the def2-TZVPD basis.

```
! RIJCOSX wB97M-V def2-TZVPD def2/J DEFGRID3
* xyz 0 1
C 0.980 0.829 0.090
C 0.703 -0.472 -0.057
C -1.747 0.010 0.107
C -0.004 1.847 0.474
C -0.731 -1.024 0.092
C 2.350 1.444 -0.081
C 1.742 -1.534 -0.284
C -0.313 3.029 -0.366
C -0.837 -1.764 1.446
C -1.072 -1.979 -1.073
P -3.049 0.962 0.125
Cl -4.675 -0.314 -0.180
H -0.184 1.962 1.534
H 3.100 0.727 -0.393
H 2.671 1.889 0.861
H 2.303 2.238 -0.824
H 1.807 -2.169 0.598
H 2.728 -1.118 -0.459
H 1.497 -2.161 -1.136
H -1.283 3.438 -0.091
H -0.321 2.779 -1.424
H 0.424 3.822 -0.206
H -0.310 -2.715 1.405
H -1.881 -1.952 1.686
H -0.410 -1.153 2.238
H -0.566 -2.935 -0.970
H -0.779 -1.521 -2.016
H -2.143 -2.162 -1.097
*
```

## Properties
E_HOMO (alpha / beta)	-7.9069 / -8.0692	eV
maximum force	3.11	eV/A
gap between HOMO and LUMO (alpha / beta)	7.525 / 8.277	eV
E_tot	-32437.65298	eV
LUMO level (alpha / beta)	-0.4 / 0.2	eV
energy relative to the best compared isomer or geometry (same formula, charge and spin)	33.5	kcal per mole